Record 1
{
  "formula": "C19H25N3RuSSi",
  "method": "ωB97M-V/def2-TZVPD",
  "elements": ["C", "C", "C", "H", "C", "C", "H", "H", "H", "H", "Ru", "C", "H", "H", "H", "Si", "C", "C", "H", "C", "H", "C", "H", "C", "H", "C", "H", "C", "C", "H", "C", "H", "C", "H", "C", "H", "C", "H", "H", "H", "N", "N", "C", "N", "S", "H", "H", "H", "H", "H"],
  "positions_angstrom": [[0.9212, 1.5830, -0.1267], [-0.1227, 1.4275, -1.0920], [-1.3553, 1.1073, -0.3805], [-0.0604, 1.7065, -2.1403], [-0.9932, 0.9827, 1.0216], [0.3831, 1.3294, 1.1547], [0.9056, 1.4789, 2.1007], [1.9277, 1.9288, -0.3595], [-2.3557, 1.2027, -0.7819], [-1.6961, 0.8098, 1.8308], [-0.5602, -0.7746, -0.5528], [-1.1912, -2.6462, -3.7880], [-2.2707, -2.5078, -3.6731], [-0.8899, -3.6201, -3.4004], [-0.9850, -2.6337, -4.8658], [-0.1897, -1.2185, -3.0772], [1.5713, -1.1851, -3.7477], [2.2223, 0.0438, -3.5600], [1.6686, 0.9024, -3.1675], [3.5867, 0.1738, -3.8156], [4.0595, 1.1458, -3.6677], [4.3118, -0.9297, -4.2717], [5.3780, -0.8235, -4.4724], [3.6673, -2.1568, -4.4675], [4.2404, -3.0059, -4.8331], [2.2998, -2.2928, -4.1990], [1.7975, -3.2487, -4.3424], [-1.1967, 0.2539, -3.7715], [-0.7134, 1.0484, -4.8163], [0.3193, 0.9491, -5.1486], [-1.5546, 1.9676, -5.4583], [-1.1807, 2.5537, -6.2989], [-2.8817, 2.1148, -5.0456], [-3.5563, 2.7839, -5.5765], [-3.3619, 1.3741, -3.9603], [-4.4004, 1.4764, -3.6217], [-2.5123, 0.4600, -3.3223], [-2.8910, -0.0949, -2.4560], [-1.2420, -1.7403, -1.7334], [0.6508, -0.5728, -1.7671], [1.2188, -1.4932, 0.3580], [0.9549, -2.2909, 1.5153], [-0.3139, -2.6870, 1.7470], [-0.4722, -3.6196, 2.7047], [-1.6969, -2.0784, 0.9429], [1.8657, -1.9947, -0.2595], [1.7443, -0.6783, 0.6706], [1.7289, -2.8925, 1.8091], [-1.3914, -3.9773, 2.9366], [0.3270, -4.0566, 3.1422]],
  "forces_ev_per_a": [[-0.43, 0.53, -0.34], [-0.69, 1.03, 0.87], [0.76, 1.56, 0.03], [-0.01, -0.08, 0.45], [0.72, 1.32, -0.04], [-0.73, -0.04, 0.36], [-0.15, -0.29, -0.31], [-0.23, -0.22, 0.13], [0.03, 0.04, 0.21], [0.23, -0.04, -0.20], [1.00, -2.09, -2.62], [0.55, 0.05, -0.58], [0.17, -0.05, 0.22], [-0.13, -0.01, 0.02], [-0.04, -0.19, 0.02], [-0.42, -0.30, -0.92], [-0.30, 0.08, 0.25], [0.59, -0.15, -0.03], [0.24, -0.18, -0.12], [-0.26, 0.14, -0.08], [0.02, -0.34, -0.07], [-0.23, -0.08, 0.02], [-0.30, -0.11, 0.03], [0.00, 0.18, 0.04], [-0.14, 0.13, 0.09], [0.12, 0.32, -0.06], [0.19, 0.14, -0.01], [-0.45, -0.49, 0.71], [0.52, -1.01, 0.69], [-0.16, -0.03, 0.05], [-2.14, 1.40, -0.66], [-0.11, -0.14, 0.22], [0.42, 0.29, -0.55], [0.25, -0.07, 0.14], [-0.82, 1.05, -0.90], [0.43, 0.03, -0.21], [1.83, -1.16, 0.41], [0.15, 0.07, -0.46], [-0.19, 0.29, 0.79], [-0.68, -0.11, 0.56], [1.24, -0.60, 1.08], [0.42, -0.24, -0.54], [-0.61, -0.87, 0.98], [0.21, 0.45, -0.57], [-0.01, -0.83, 0.72], [-0.41, -0.12, 0.05], [-0.07, 0.15, 0.14], [-0.41, 0.37, 0.05], [0.21, 0.19, -0.12], [-0.18, 0.03, 0.08]],
  "lowdin_spin": [0.2903, 0.1220, 0.0693, 0.0030, 0.1696, 0.1838, 0.0066, 0.0125, 0.0218, 0.0047, 1.7506, 0.0112, 0.0006, -0.0003, 0.0024, 0.0518, 0.0090, 0.0052, 0.0007, -0.0001, -0.0001, 0.0050, 0.0003, -0.0002, -0.0001, 0.0057, 0.0002, 0.0274, 0.2814, 0.0103, 0.1944, 0.0057, 0.0145, -0.0031, 0.2736, 0.0094, 0.2009, 0.0117, 0.0167, 0.0333, 0.0731, 0.0083, 0.0144, 0.0096, 0.0767, 0.0052, 0.0087, 0.0014, 0.0004, 0.0003],
  "spin_multiplicity": 5,
  "total_energy_ev": -45853.37985,
  "homo_lumo_gap_ev": [6.2, 3.7],
  "mol_weight_g_mol": 456.7,
  "s_squared": 6.0396,
  "total_charge": 2,
  "relative_energy_kj_mol": 36.6,
  "e_homo_ev": [-12.47, -14.31],
  "lumo_ev": [-6.225, -10.610]
}

***

Record 2
{
  "formula": "C19H25NO",
  "method": "ωB97M-V/def2-TZVPD",
  "elements": ["C", "C", "N", "C", "C", "C", "C", "O", "C", "C", "C", "C", "C", "C", "C", "C", "C", "C", "C", "C", "C", "H", "H", "H", "H", "H", "H", "H", "H", "H", "H", "H", "H", "H", "H", "H", "H", "H", "H", "H", "H", "H", "H", "H", "H", "H"],
  "positions_angstrom": [[0.2985, 2.3464, -1.1760], [1.8196, 2.2891, -1.0642], [2.2608, 1.4347, 0.0260], [2.0128, 2.0075, 1.3402], [1.7951, 0.9219, 2.3881], [3.6347, 0.9946, -0.1388], [3.7520, -0.2704, -1.0026], [3.2192, -1.3996, -0.3482], [1.8609, -1.5463, -0.2822], [0.9695, -1.1581, -1.2764], [-0.3856, -1.3655, -1.1105], [-0.8903, -1.9637, 0.0365], [-2.3797, -2.0759, 0.2249], [-3.0125, -0.7096, 0.1539], [-4.0772, -0.4494, -0.6968], [-4.6314, 0.8176, -0.7670], [-4.1228, 1.8421, 0.0112], [-3.0600, 1.5918, 0.8635], [-2.5102, 0.3258, 0.9342], [0.0075, -2.3955, 1.0023], [1.3652, -2.1980, 0.8447], [0.0169, 2.7779, -2.1335], [-0.1130, 1.3441, -1.1016], [-0.1435, 2.9550, -0.3919], [2.2173, 1.8685, -1.9907], [2.2284, 3.3122, -0.9660], [1.1064, 2.6098, 1.2803], [2.8361, 2.6747, 1.6514], [0.9747, 0.2798, 2.0800], [2.6801, 0.3031, 2.5093], [1.5565, 1.3747, 3.3477], [4.0438, 0.7505, 0.8429], [4.2683, 1.7816, -0.5845], [3.2944, -0.1159, -1.9842], [4.8110, -0.5027, -1.1492], [1.3178, -0.6857, -2.1810], [-1.0704, -1.0453, -1.8837], [-2.8097, -2.7186, -0.5477], [-2.5937, -2.5290, 1.1966], [-4.4778, -1.2438, -1.3114], [-5.4606, 1.0049, -1.4340], [-4.5521, 2.8317, -0.0460], [-2.6588, 2.3870, 1.4751], [-1.6769, 0.1345, 1.5950], [-0.3580, -2.8795, 1.8975], [2.0631, -2.5271, 1.5987]],
  "forces_ev_per_a": [[0.27, 0.05, -0.01], [-0.19, -0.03, -0.01], [0.12, 0.10, 0.02], [-0.04, -0.17, 0.15], [0.00, 0.30, -0.13], [-0.01, -0.36, -0.24], [0.21, 0.59, 0.09], [-0.17, -0.19, 0.12], [-0.31, -0.32, 0.25], [0.21, -0.07, -0.10], [0.09, -0.13, 0.08], [0.01, -0.18, 0.07], [0.05, 0.02, -0.02], [-0.18, -0.04, -0.01], [0.04, -0.07, 0.04], [-0.09, 0.11, -0.05], [-0.09, 0.09, -0.06], [0.05, 0.03, 0.09], [-0.07, 0.03, 0.01], [-0.12, 0.04, -0.13], [0.35, 0.10, -0.24], [-0.10, 0.08, -0.08], [-0.08, -0.07, -0.01], [-0.09, 0.06, 0.06], [0.04, 0.05, -0.01], [0.06, -0.09, -0.07], [0.05, 0.07, 0.02], [-0.09, 0.04, -0.06], [-0.08, -0.08, 0.00], [0.09, -0.12, 0.05], [0.00, 0.00, 0.16], [0.07, 0.02, -0.04], [0.01, 0.00, 0.07], [0.06, -0.04, 0.02], [-0.13, 0.05, -0.07], [0.06, 0.08, -0.07], [-0.05, 0.08, -0.08], [-0.05, -0.01, 0.08], [0.00, -0.06, -0.06], [-0.01, -0.09, -0.05], [-0.06, 0.02, -0.05], [-0.03, 0.08, -0.01], [0.03, 0.07, 0.06], [0.12, -0.01, 0.06], [-0.05, -0.04, 0.08], [0.10, 0.00, 0.09]],
  "lowdin_charge": [-0.0729, -0.2509, -0.1892, -0.2448, -0.0692, -0.1664, -0.1711, -0.0421, -0.2753, -0.0167, -0.0367, -0.2481, -0.1055, -0.2353, -0.0463, -0.0884, -0.0971, -0.0867, -0.0393, -0.0402, -0.0159, 0.0744, 0.0532, 0.0592, 0.1072, 0.1208, 0.1019, 0.1199, 0.0566, 0.0672, 0.0721, 0.1185, 0.1260, 0.1055, 0.1281, 0.1101, 0.1239, 0.1196, 0.1219, 0.1086, 0.1002, 0.0985, 0.1011, 0.1113, 0.1128, 0.1193],
  "total_energy_ev": -23646.03042,
  "homo_lumo_gap_ev": 8.8,
  "mol_weight_g_mol": 283.4,
  "relative_energy_kj_mol": 53.6,
  "e_homo_ev": -7.82,
  "smiles": "CCN(CC)CCOc1ccc(Cc2ccccc2)cc1",
  "lumo_ev": 0.955
}

***

Record 3
{
  "formula": "C19H25NO9",
  "method": "ωB97M-V/def2-TZVPD",
  "elements": ["C", "O", "C", "C", "C", "C", "C", "C", "C", "C", "C", "O", "C", "N", "C", "O", "O", "C", "O", "H", "H", "H", "H", "H", "H", "H", "H", "H", "H", "H", "H", "H", "H", "H", "H", "H", "H", "H", "H", "H", "O", "C", "C", "C", "O", "C", "O", "C", "C", "O", "H", "H", "H", "H"],
  "positions_angstrom": [[2.6800, 2.7067, 0.1224], [2.2218, 2.4623, -1.1989], [0.8142, 2.3389, -1.3127], [0.5075, 2.0347, -2.7761], [1.0041, 0.6513, -3.2393], [-0.0558, -0.4706, -3.3897], [-1.3015, -0.3947, -2.4944], [-1.0855, -0.6378, -1.0273], [-1.7756, -0.1340, 0.0052], [-2.9549, 0.7833, 0.0781], [-4.1886, 0.3294, -0.7264], [-4.8185, -0.7706, -0.0782], [-5.1545, 1.4988, -0.9232], [-4.5913, 2.5176, -1.8077], [-1.1386, -0.6265, 1.2537], [-1.4823, -0.4869, 2.3786], [-0.0158, -1.3518, 0.9239], [-0.0215, -1.5122, -0.4473], [0.7026, -2.2861, -0.9746], [2.9016, 1.7790, 0.6668], [1.9568, 3.3154, 0.6816], [3.6134, 3.2750, 0.0397], [0.3485, 3.2944, -1.0191], [0.4397, 1.5489, -0.6412], [-0.5601, 2.1719, -2.9810], [1.0311, 2.8134, -3.3465], [1.8136, 0.3274, -2.5727], [1.4732, 0.7705, -4.2233], [-0.3874, -0.5302, -4.4334], [0.4341, -1.4276, -3.1805], [-1.8054, 0.5742, -2.5870], [-2.0226, -1.1460, -2.8525], [-3.2642, 0.8264, 1.1309], [-2.6625, 1.7975, -0.2310], [-3.8923, -0.0538, -1.7116], [-5.3298, -0.4348, 0.6757], [-6.1160, 1.1047, -1.2783], [-5.3351, 1.9420, 0.0717], [-3.8768, 2.1348, -2.4151], [-5.2945, 2.9658, -2.3784], [3.6592, -4.6803, 4.7534], [3.5166, -3.6013, 4.2067], [3.1826, -2.3710, 4.8951], [3.0424, -1.2465, 4.1810], [2.7372, -0.0695, 4.7100], [3.2210, -1.2157, 2.6808], [3.0625, -0.1353, 2.1366], [3.5676, -2.4407, 1.9942], [3.7078, -3.5660, 2.7082], [4.0189, -4.7414, 2.1799], [3.0538, -2.4026, 5.9675], [2.6874, 0.5566, 3.9596], [3.6898, -2.4118, 0.9210], [4.0418, -5.3751, 2.9252]],
  "forces_ev_per_a": [[0.21, 0.10, -0.08], [-0.09, -0.04, 0.07], [0.09, 0.07, -0.06], [0.27, 0.10, -0.04], [-0.02, 0.01, -0.11], [0.21, -0.15, 0.14], [-0.10, -0.26, 0.03], [-0.18, 0.41, 0.09], [0.02, 0.00, -0.21], [-0.08, -0.10, -0.05], [0.03, 0.02, 0.07], [-0.15, 0.26, 0.06], [-0.09, -0.08, 0.20], [0.17, 0.01, 0.15], [0.09, -0.13, -0.16], [-0.14, 0.25, 0.50], [-0.13, -0.18, 0.01], [-0.23, 0.15, 0.06], [0.48, -0.25, -0.34], [-0.28, 0.11, -0.12], [0.08, -0.10, -0.01], [-0.18, -0.08, 0.00], [-0.04, -0.18, 0.02], [0.06, 0.10, -0.08], [0.11, 0.01, 0.09], [-0.15, -0.14, 0.05], [-0.21, 0.06, -0.03], [-0.01, -0.08, 0.20], [-0.08, 0.17, 0.21], [-0.08, 0.15, -0.16], [0.05, -0.13, -0.06], [0.14, 0.12, 0.05], [0.09, 0.19, -0.17], [-0.02, -0.16, 0.03], [-0.05, 0.05, 0.17], [0.25, -0.13, -0.22], [0.19, -0.04, -0.03], [-0.05, -0.04, -0.19], [-0.18, -0.02, -0.09], [0.06, -0.05, 0.03], [0.02, -0.05, -0.07], [-0.05, 0.16, 0.20], [0.03, -0.13, 0.07], [-0.07, 0.09, 0.12], [0.02, -0.06, -0.05], [0.02, -0.08, -0.20], [0.01, -0.03, 0.08], [-0.02, 0.12, -0.10], [0.01, -0.09, -0.12], [-0.02, 0.05, 0.04], [-0.01, 0.02, -0.01], [0.00, -0.04, -0.01], [-0.02, -0.02, -0.01], [-0.01, 0.04, 0.02]],
  "lowdin_charge": [-0.0935, -0.1935, -0.2396, -0.1655, -0.1695, -0.1760, -0.1235, -0.0565, -0.0658, -0.0594, -0.3836, -0.0194, -0.2393, 0.0070, -0.3950, 0.1845, 0.1431, -0.3807, 0.1825, 0.0653, 0.0869, 0.0886, 0.1252, 0.1148, 0.1017, 0.1166, 0.1125, 0.1081, 0.1110, 0.1000, 0.0960, 0.1347, 0.1318, 0.1344, 0.1360, 0.1030, 0.1203, 0.1198, 0.0558, 0.0693, 0.1031, -0.3115, 0.0738, -0.2297, 0.1169, -0.3037, 0.0861, 0.0781, -0.2303, 0.1173, 0.1352, 0.1188, 0.1379, 0.1196],
  "total_energy_ev": -40025.25115,
  "homo_lumo_gap_ev": 8.3,
  "mol_weight_g_mol": 411.4,
  "e_homo_ev": -9.51,
  "smiles": "COCCCCCC1=C(C[C@@H](O)CN)C(=O)OC1=O.O=C1C=C(O)C(=O)C=C1O",
  "lumo_ev": -1.259
}